# 1
Entry from the OMol25 dataset: C4H10N2O as an isolated structure (ωB97M-V with the def2-TZVPD basis set).

```
! RIJCOSX wB97M-V def2-TZVPD def2/J DEFGRID3
* xyz 0 1
C -0.91 -1.02 -0.01
N -1.74 -0.88 1.16
C 0.92 -1.42 -0.44
O 1.29 -1.94 -1.46
H -1.61 0.01 1.63
H -1.62 -1.65 1.81
H 1.32 -1.70 0.55
H -1.20 -1.98 -0.44
H -1.21 -0.30 -0.78
N 1.32 0.52 -0.87
C 0.57 1.07 0.22
C -0.23 2.16 0.06
H 0.85 0.65 -1.76
H 2.34 0.45 -0.82
H 1.05 0.87 1.17
H -0.54 2.74 0.91
H -0.63 2.42 -0.91
*
```

relative energy (zero: lowest compared OMol25 entry of this formula, charge and spin) = 122.7 kcal/mol
orbital gap = 8.380 eV

***

# 2
Entry from the OMol25 dataset: C2H10N2O3 as an isolated structure (ωB97M-V with the def2-TZVPD basis set).

```
! RIJCOSX wB97M-V def2-TZVPD def2/J DEFGRID3
* xyz 0 1
C 1.11 -0.08 1.65
C -1.58 -0.37 1.41
N 1.66 0.63 0.72
H 1.49 0.32 -0.46
H 1.76 1.63 0.88
H 0.96 0.31 2.65
H 1.01 -1.13 1.46
H -2.56 -0.48 0.96
H -1.51 0.59 1.91
H -1.35 -1.24 2.01
N 0.78 0.74 -2.64
O -0.76 -0.22 -0.18
O 1.10 -0.17 -1.66
O -1.57 -0.68 -1.24
H -1.03 -1.40 -1.60
H -0.03 1.31 -2.38
H 0.52 0.23 -3.48
*
```

relative energy (zero: lowest compared OMol25 entry of this formula, charge and spin) = 230.4 kcal/mol
orbital gap = 5.912 eV

***

# 3
Entry from the OMol25 dataset: C4H6N2O in the gas phase (ωB97M-V with the def2-TZVPD basis set).

```
! RIJCOSX wB97M-V def2-TZVPD def2/J DEFGRID3
* xyz 0 1
O -1.62 -0.57 2.04
C -0.90 -0.38 1.09
N -1.27 -0.38 -0.23
C -0.15 -0.42 -1.16
C 1.01 -0.16 -0.21
C 0.95 1.11 0.53
N 0.52 -0.14 1.17
H -2.20 -0.67 -0.48
H -0.24 0.35 -1.93
H -0.06 -1.40 -1.66
H 1.94 -0.71 -0.34
H 1.84 1.56 0.95
H 0.17 1.81 0.22
*
```

relative energy (zero: lowest compared OMol25 entry of this formula, charge and spin) = 27.5 kcal/mol
orbital gap = 10.716 eV
SMILES = O=C1NC[C@H]2CN12

***

# 4
Entry from the OMol25 dataset: a 6-piece molecular cluster, C30H49Br2F3NO7 overall (ωB97M-V with the def2-TZVPD basis set).

```
! RIJCOSX wB97M-V def2-TZVPD def2/J DEFGRID3
* xyz 1 1
O -2.37 -1.58 2.50
C -1.74 -1.22 1.47
O -0.62 -1.98 0.99
C -2.11 0.12 0.66
C -1.20 1.38 0.80
C -1.60 2.68 0.02
N -2.75 2.73 -0.84
C -3.61 1.58 -1.00
C -3.38 0.22 -0.26
C -4.40 -1.04 -0.43
C -5.90 -0.49 -0.65
C -7.04 -1.45 -0.07
F -8.27 -1.05 -0.75
Br -6.79 -3.37 -0.56
C -7.28 -1.37 1.52
F -8.65 -0.95 1.71
F -7.18 -2.65 2.18
Br -6.11 -0.10 2.49
H -0.19 -1.40 0.31
H -0.27 1.39 1.46
H -0.95 3.61 0.16
H -3.00 3.58 -1.37
H -4.52 1.63 -1.70
H -4.29 -1.82 0.40
H -4.05 -1.56 -1.41
H -6.04 0.61 -0.31
H -6.06 -0.46 -1.80
C 0.81 -4.72 2.35
C 1.26 -5.36 3.64
C 2.76 -5.13 3.61
O 2.97 -3.90 2.89
C 1.74 -3.53 2.25
H -0.24 -4.44 2.34
H 0.99 -5.40 1.51
H 0.82 -4.83 4.49
H 0.99 -6.42 3.72
H 3.27 -5.93 3.07
H 3.19 -5.04 4.61
H 1.34 -2.66 2.79
H 1.94 -3.23 1.21
C 2.57 -1.55 6.08
C 3.47 -0.34 6.13
C 3.06 0.41 4.87
O 1.68 0.11 4.65
C 1.29 -0.97 5.51
H 2.42 -2.03 7.05
H 2.99 -2.30 5.39
H 3.24 0.26 7.01
H 4.54 -0.58 6.15
H 3.63 0.06 4.00
H 3.20 1.49 4.97
H 0.65 -0.56 6.29
H 0.72 -1.71 4.94
C -0.80 -0.62 -4.69
C -0.44 0.58 -5.54
C -0.88 1.73 -4.66
O -0.75 1.30 -3.30
C -0.51 -0.12 -3.29
H -0.25 -1.52 -4.95
H -1.87 -0.83 -4.80
H 0.65 0.62 -5.68
H -0.91 0.59 -6.52
H -1.94 1.98 -4.83
H -0.29 2.64 -4.82
H 0.53 -0.29 -3.02
H -1.15 -0.59 -2.54
C 1.64 6.40 -2.23
C 1.25 7.58 -1.38
C -0.27 7.49 -1.39
O -0.59 6.09 -1.51
C 0.60 5.37 -1.85
H 2.66 6.05 -2.06
H 1.54 6.65 -3.29
H 1.62 7.45 -0.36
H 1.61 8.54 -1.75
H -0.69 8.00 -2.25
H -0.72 7.89 -0.48
H 0.91 4.80 -0.96
H 0.39 4.67 -2.66
C 4.71 -2.25 -2.14
C 4.84 -1.78 -3.57
C 3.42 -1.33 -3.88
O 2.86 -0.86 -2.65
C 3.72 -1.25 -1.57
H 5.65 -2.27 -1.60
H 4.28 -3.26 -2.12
H 5.52 -0.93 -3.62
H 5.19 -2.55 -4.26
H 2.81 -2.16 -4.24
H 3.40 -0.52 -4.63
H 4.22 -0.36 -1.20
H 3.12 -1.67 -0.76
*
```

orbital gap = 6.282 eV

***

What did we get for HOMO energy? Answer: -7.5, -6.2, -9.9, -11.1 eV, in the order shown.